1.
67
Properties=species:S:1:pos:R:3:nbo_charge:R:1 method="wB97M-V/def2-TZVPD" multiplicity=1 e_above_lowest_kcal_mol=3.53 total_energy_ev=-77239.715 homo_ev=-7.861 charge=0 smiles=OCCN(CCO)c1ccc(C(c2ccc(Cl)cc2)c2ccc(N(CCO)CCO)cc2Cl)c(Cl)c1
O 5.899 -3.290 2.158 -0.7388
C 4.543 -3.393 1.820 -0.0703
C 4.289 -3.324 0.299 -0.2343
N 4.500 -2.016 -0.280 -0.4666
C 5.851 -1.673 -0.667 -0.2419
C 6.371 -0.441 0.102 -0.0775
O 6.096 -0.534 1.482 -0.7252
C 3.446 -1.168 -0.533 0.2653
C 2.220 -1.304 0.132 -0.3243
C 1.167 -0.453 -0.132 -0.1242
C 1.269 0.581 -1.054 -0.1310
C 0.134 1.537 -1.347 -0.3076
C 0.409 2.884 -0.722 -0.0149
C 1.008 2.987 0.528 -0.1576
C 1.255 4.222 1.098 -0.2440
C 0.899 5.370 0.410 -0.0431
Cl 1.207 6.920 1.115 0.0023
C 0.299 5.291 -0.836 -0.2255
C 0.058 4.048 -1.393 -0.1864
C -1.202 0.968 -0.933 -0.1446
C -1.965 1.486 0.104 -0.1155
C -3.185 0.947 0.459 -0.3271
C -3.722 -0.157 -0.219 0.2789
N -4.954 -0.684 0.094 -0.4600
C -5.393 -1.949 -0.462 -0.2392
C -6.126 -1.763 -1.804 -0.0693
O -7.276 -0.966 -1.670 -0.7130
C -5.736 -0.173 1.195 -0.2389
C -5.270 -0.712 2.563 -0.0729
O -6.116 -0.309 3.609 -0.7090
C -2.956 -0.682 -1.269 -0.3658
C -1.735 -0.130 -1.601 0.1097
Cl -0.852 -0.853 -2.908 -0.0028
C 2.495 0.727 -1.692 0.1070
Cl 2.726 2.014 -2.832 -0.0047
C 3.560 -0.118 -1.453 -0.3625
H 6.193 -2.376 2.001 0.4898
H 4.217 -4.374 2.179 0.1814
H 3.950 -2.622 2.333 0.1507
H 4.968 -4.033 -0.185 0.2056
H 3.268 -3.648 0.091 0.2069
H 6.487 -2.525 -0.423 0.2216
H 5.934 -1.489 -1.744 0.1936
H 7.457 -0.386 0.010 0.1910
H 5.937 0.481 -0.301 0.1735
H 5.141 -0.456 1.600 0.4786
H 2.082 -2.076 0.871 0.2145
H 0.237 -0.591 0.399 0.2164
H 0.100 1.676 -2.435 0.2459
H 1.286 2.089 1.061 0.2149
H 1.723 4.296 2.067 0.2267
H 0.028 6.192 -1.364 0.2278
H -0.407 3.985 -2.366 0.2172
H -1.593 2.336 0.655 0.2192
H -3.711 1.403 1.280 0.2095
H -6.087 -2.410 0.243 0.2104
H -4.549 -2.630 -0.595 0.2032
H -6.472 -2.733 -2.165 0.1836
H -5.448 -1.328 -2.549 0.1633
H -7.001 -0.082 -1.403 0.4667
H -6.779 -0.468 1.050 0.2191
H -5.704 0.922 1.197 0.1928
H -4.231 -0.407 2.751 0.1625
H -5.308 -1.804 2.559 0.1786
H -6.103 0.652 3.677 0.4634
H -3.299 -1.522 -1.847 0.2232
H 4.467 0.038 -2.012 0.2240



2.
101
Properties=species:S:1:pos:R:3:mulliken_charge:R:1 method="wB97M-V/def2-TZVPD" multiplicity=1 total_energy_ev=-136311.293 homo_ev=-9.489 charge=0 smiles="FC(F)C(F)(F)COC(F)(F)C(F)F.FC(F)C(F)(F)COC(F)(F)C(F)F.FC(F)C(F)(F)COC(F)(F)C(F)F.FC(F)C(F)(F)COC(F)(F)C(F)F.NCCOC(=O)N(CCN)CC(=O)O"
F -1.771 -0.927 -9.118 -0.2228
C -0.520 -0.820 -8.631 0.0839
F 0.302 -1.506 -9.461 -0.2675
C -0.400 -1.407 -7.223 0.9456
F -0.634 -2.736 -7.253 -0.2753
F 0.908 -1.243 -6.876 -0.3171
C -1.225 -0.763 -6.093 -0.4838
O -2.438 -1.398 -5.709 -0.3891
C -3.640 -1.139 -6.326 0.7491
F -3.555 -0.105 -7.186 -0.3014
F -4.509 -0.772 -5.358 -0.2826
C -4.219 -2.392 -6.988 0.4804
F -3.377 -2.877 -7.923 -0.2381
F -5.384 -2.072 -7.601 -0.2738
H -0.220 0.232 -8.638 0.2802
H -0.604 -0.853 -5.205 0.1566
H -1.361 0.308 -6.245 0.3639
H -4.402 -3.165 -6.248 0.0210
F 1.681 6.034 2.044 -0.2424
C 1.477 4.773 1.600 0.1236
F 0.920 4.864 0.366 -0.2672
C 0.526 4.007 2.518 0.9267
F -0.702 4.574 2.513 -0.3057
F 0.407 2.768 1.963 -0.2297
C 0.971 3.770 3.973 -0.9084
O 0.450 4.622 4.987 -0.4001
C 1.039 5.814 5.337 0.7957
F 2.240 5.976 4.759 -0.2973
F 1.256 5.751 6.677 -0.3078
C 0.111 7.007 5.095 0.2127
F -0.226 7.093 3.797 -0.2115
F 0.759 8.142 5.444 -0.2677
H 2.433 4.261 1.508 0.3618
H 0.556 2.797 4.229 0.4795
H 2.053 3.665 4.052 0.3435
H -0.797 6.906 5.694 0.2418
F -5.930 -5.418 -5.320 -0.2537
C -6.386 -4.585 -4.366 0.1309
F -5.832 -3.367 -4.597 -0.2274
C -5.990 -5.044 -2.961 0.8959
F -4.647 -5.011 -2.825 -0.2682
F -6.500 -4.102 -2.119 -0.3291
C -6.529 -6.397 -2.461 -0.7943
O -5.675 -7.530 -2.520 -0.3959
C -5.591 -8.337 -3.633 0.7948
F -6.524 -8.033 -4.554 -0.2853
F -5.839 -9.599 -3.224 -0.3001
C -4.179 -8.338 -4.226 0.1844
F -3.810 -7.095 -4.590 -0.1978
F -4.166 -9.124 -5.326 -0.2533
H -7.471 -4.494 -4.458 0.3250
H -6.676 -6.250 -1.393 0.4049
H -7.516 -6.615 -2.870 0.3505
H -3.464 -8.722 -3.496 0.2351
F 0.729 2.986 9.596 -0.2454
C 0.607 2.835 8.263 0.4768
F -0.717 2.780 7.979 -0.2658
C 1.274 1.550 7.770 0.8603
F 0.653 0.470 8.286 -0.2788
F 1.060 1.527 6.419 -0.2488
C 2.796 1.408 7.957 -0.8853
O 3.276 0.632 9.046 -0.4043
C 3.497 1.166 10.296 0.8238
F 3.383 2.506 10.307 -0.2857
F 4.777 0.878 10.625 -0.3024
C 2.614 0.504 11.357 0.1943
F 1.310 0.667 11.067 -0.2143
F 2.858 1.084 12.555 -0.2537
H 1.031 3.707 7.760 -0.0205
H 3.123 0.843 7.086 0.4381
H 3.302 2.371 7.895 0.3659
H 2.833 -0.563 11.418 0.2335
N 5.834 -0.786 -0.654 -0.5632
C 6.209 0.317 -1.549 -0.4125
C 5.726 1.642 -1.012 -0.4719
O 4.572 2.077 -1.739 -0.2951
C 3.474 2.275 -0.965 0.1217
O 3.458 3.098 -0.072 -0.5446
N 2.443 1.443 -1.341 0.5088
C 1.315 1.434 -0.390 -0.7391
C 0.355 0.316 -0.756 -0.6254
N -0.511 0.010 0.383 -0.4982
C 2.072 1.629 -2.752 -0.7107
C 2.395 0.352 -3.527 0.3015
O 3.550 0.027 -3.747 -0.5436
O 1.321 -0.412 -3.917 -0.3556
H 6.354 -1.616 -0.898 0.2212
H 6.020 -0.552 0.310 0.2002
H 5.759 0.132 -2.513 0.2226
H 7.283 0.346 -1.708 0.3673
H 6.499 2.376 -1.177 0.3410
H 5.531 1.542 0.046 0.3535
H 1.731 1.151 0.560 0.3337
H 0.816 2.385 -0.312 0.3541
H -0.249 0.630 -1.596 0.3205
H 0.917 -0.544 -1.091 0.3298
H -0.376 -0.943 0.681 0.2381
H -1.479 0.158 0.153 0.2248
H 1.037 1.918 -2.859 0.4257
H 2.660 2.404 -3.213 0.5251
H 1.497 -1.293 -3.562 0.2893



3.
65
Properties=species:S:1:pos:R:3:nbo_charge:R:1 method="wB97M-V/def2-TZVPD" multiplicity=1 e_above_lowest_kcal_mol=0.01 total_energy_ev=-58740.471 homo_ev=-8.530 charge=0 smiles="Cc1cccc(C)c1NC(=O)CSCc1cccc(CSCC(=O)Nc2c(C)cccc2C)n1"
C 4.738 -2.257 -0.223 -0.6443
C 3.292 -2.542 0.024 0.0055
C 2.717 -3.708 -0.469 -0.2126
C 1.402 -4.031 -0.196 -0.2104
C 0.638 -3.192 0.596 -0.2190
C 1.168 -2.012 1.091 -0.0164
C 0.340 -1.094 1.940 -0.6558
C 2.492 -1.680 0.777 0.1187
N 2.998 -0.466 1.290 -0.6349
C 3.580 0.539 0.602 0.6865
O 3.915 0.505 -0.563 -0.6232
C 3.816 1.771 1.471 -0.6320
S 2.305 2.292 2.348 0.1897
C 1.413 3.197 1.025 -0.5421
C 1.525 2.517 -0.298 0.2021
C 2.316 3.056 -1.307 -0.2491
C 2.434 2.364 -2.500 -0.1507
C 1.756 1.170 -2.649 -0.1963
C 0.969 0.719 -1.594 0.2009
C 0.176 -0.539 -1.701 -0.5623
S -0.988 -0.493 -3.114 0.1907
C -1.732 1.151 -2.913 -0.6341
C -2.478 1.398 -1.601 0.6771
O -2.699 2.529 -1.232 -0.6111
N -2.856 0.265 -0.975 -0.6411
C -3.591 0.133 0.222 0.0932
C -4.684 -0.741 0.214 0.0604
C -5.070 -1.459 -1.047 -0.6523
C -5.406 -0.925 1.382 -0.2447
C -5.053 -0.256 2.540 -0.2024
C -3.966 0.595 2.538 -0.2147
C -3.210 0.800 1.389 0.0099
C -2.026 1.710 1.431 -0.6553
N 0.858 1.379 -0.451 -0.4711
H 4.848 -1.433 -0.927 0.2569
H 5.237 -3.135 -0.625 0.2111
H 5.230 -1.961 0.704 0.2155
H 3.321 -4.377 -1.064 0.2096
H 0.976 -4.942 -0.588 0.2134
H -0.385 -3.452 0.828 0.2107
H 0.392 -0.075 1.562 0.2494
H 0.696 -1.093 2.972 0.2128
H -0.700 -1.412 1.948 0.2244
H 2.624 -0.204 2.196 0.4130
H 4.186 2.595 0.863 0.2451
H 4.542 1.540 2.252 0.2506
H 0.380 3.226 1.366 0.2542
H 1.825 4.206 0.986 0.2228
H 2.832 3.992 -1.156 0.2171
H 3.055 2.747 -3.296 0.2189
H 1.826 0.589 -3.555 0.2209
H -0.385 -0.713 -0.785 0.2429
H 0.820 -1.395 -1.904 0.2556
H -0.962 1.915 -3.032 0.2493
H -2.439 1.249 -3.740 0.2545
H -2.740 -0.588 -1.512 0.4170
H -5.193 -0.755 -1.869 0.2212
H -4.309 -2.186 -1.333 0.2113
H -6.007 -1.991 -0.906 0.2221
H -6.255 -1.594 1.381 0.2074
H -5.626 -0.402 3.444 0.2118
H -3.684 1.109 3.445 0.2091
H -1.211 1.329 0.818 0.2364
H -2.300 2.685 1.027 0.2502
H -1.681 1.835 2.456 0.2062



no.,M (g/mol)
1,553.914
2,1133.494
3,493.698